Computed, not measured: the molecule C15H25Br2NO4S3, with wB97M-V/def2-TZVPD.

```
50
Properties=species:S:1:pos:R:3
C 0.0874 -2.4193 1.7734
C 1.5797 -2.1073 1.6211
Br 2.1156 -1.0732 3.1913
C 2.0436 -1.5619 0.2410
Br 0.8126 -2.3180 -1.1025
C 2.2519 -0.0433 0.0628
C 1.0339 0.7905 0.5829
C 0.8205 2.1126 -0.1470
C -0.3305 2.9419 0.5243
S -1.7861 3.1945 -0.5665
C -3.1594 2.2689 0.1543
S -4.2236 3.1321 1.0169
N -3.3173 0.9047 -0.1047
C -4.1574 0.6564 -1.2675
C -3.8761 -0.7984 -1.6932
O -3.4079 -1.5678 -0.6091
C -4.1459 -1.2758 0.5514
C -3.9329 0.1846 1.0095
C 2.3917 0.2725 -1.4426
C 3.4688 -0.5698 -2.1289
S 4.9914 -0.3143 -1.1975
O 5.4391 -1.5314 -0.6012
O 5.9440 0.2662 -2.0737
O 4.6177 0.8060 -0.1313
C 3.5404 0.4401 0.7533
H -0.1015 -2.4330 2.8411
H -0.1515 -3.4076 1.4117
H -0.5439 -1.6475 1.3635
H 2.0593 -3.0670 1.7302
H 2.9810 -2.0495 0.0167
H 0.1181 0.2113 0.4985
H 1.2195 1.0448 1.6164
H 1.7114 2.7328 -0.1278
H 0.5087 1.9819 -1.1702
H 0.0524 3.9028 0.8351
H -0.6995 2.4148 1.3942
H -5.2091 0.7017 -0.9821
H -3.9435 1.2988 -2.1101
H -3.0788 -0.8120 -2.4278
H -4.7573 -1.2390 -2.1621
H -5.2030 -1.4267 0.3240
H -3.8860 -1.9784 1.3276
H -3.3020 0.2585 1.8851
H -4.9264 0.5530 1.2552
H 1.4454 0.2218 -1.9592
H 2.7449 1.2884 -1.5743
H 3.6142 -0.2350 -3.1423
H 3.2719 -1.6292 -2.0616
H 3.3565 1.2750 1.4111
H 3.9179 -0.3511 1.3904
```

Calculated values
- net charge = 0
- 2S+1 = 1
- energy relative to the best compared isomer or geometry (same formula, charge and spin) (kcal per mole) = 26.13
- Kohn-Sham gap (eV) = 7.82
- SMILES string = C[C@H](Br)[C@@H](Br)[C@]1(CCCSC(=S)N2CCOCC2)CCS(=O)(=O)OC1
- LUMO (eV) = -0.679

natural (NBO) atomic charge list, values in e, 6 entries: C -0.64; C -0.25; Br 0.00; C -0.22; Br 0.01; C -0.10